# 1
Computed, not measured: a cluster of 2 separate species, C3H4F2O in total in a non-equilibrium geometry, with ωB97M-V/def2-TZVPD.

Last column: Löwdin charge in e.
Positions of all 10 atoms, in Å:
1 C 0.02 0.71 -0.50  0.00
2 C -0.42 -0.40 -1.33  -0.64
3 C 0.36 -0.04 1.54  0.08
4 O 0.88 -0.06 -1.29  0.11
5 F -0.82 -1.52 -0.76  0.17
6 F -1.07 -0.08 -2.45  0.15
7 H -0.05 1.77 -0.45  0.10
8 H 0.99 -0.71 1.20  -0.06
9 H -0.68 -0.43 1.84  0.06
10 H 0.79 0.76 2.19  0.03

The net charge is 0. The HOMO energy is -9.3471 eV. The spin multiplicity is 1. Its maximum force is 7.17 eV Å⁻¹. The relative energy (zero: lowest compared OMol25 entry of this formula, charge and spin) is 363.74 kJ/mol. The HOMO-LUMO gap comes out at 10.369 eV.

***

# 2
Computed, not measured: a cluster of 2 separate species, C3H4F3N in total in a non-equilibrium geometry, with ωB97M-V/def2-TZVPD.

Last column: Löwdin charge in e.
Positions of all 11 atoms, in Å:
1 C -0.39 0.68 0.16  -0.18
2 C 0.42 -0.49 -0.02  -0.07
3 C -1.06 1.25 -2.48  -0.43
4 N -0.95 1.36 0.97  0.18
5 F 0.04 1.67 -3.15  0.04
6 F -1.55 0.16 -3.12  0.04
7 F -1.99 2.23 -2.54  0.05
8 H 0.60 -1.00 0.93  0.09
9 H 1.37 -0.21 -0.47  0.10
10 H -0.09 -1.16 -0.71  0.09
11 H -1.56 2.15 0.81  0.09

The net charge is 0. The HOMO energy (alpha / beta) is -8.7570 / -7.6372 eV. The spin multiplicity is 1. Its maximum force is 2.72 eV Å⁻¹. The relative energy (zero: lowest compared OMol25 entry of this formula, charge and spin) is 300.24 kJ/mol. The HOMO-LUMO gap (alpha / beta) comes out at 8.818 / 7.291 eV.

***

# 3
Computed, not measured: an isolated molecule of C3H4F3NO in a non-equilibrium geometry, with ωB97M-V/def2-TZVPD.

Last column: Löwdin charge in e.
Positions of all 12 atoms, in Å:
1 N 0.96 1.49 0.47  0.08
2 C 0.04 -0.04 0.07  -0.26
3 C -1.41 0.17 0.09  -0.58
4 F -1.96 -1.08 -0.02  0.11
5 F -1.89 0.59 1.24  0.19
6 F -1.88 0.87 -0.97  0.15
7 C 0.74 -1.22 -0.47  -0.07
8 O 0.52 -1.04 0.88  0.05
9 H 1.16 2.12 -0.33  0.04
10 H 1.85 1.17 0.90  0.05
11 H 0.19 -2.01 -0.98  0.13
12 H 1.70 -1.02 -0.87  0.11

As for the SMILES: N[C@@]1(C(F)(F)F)CO1. The net charge is 0. The HOMO energy is -10.0739 eV. The spin multiplicity is 1. Its maximum force is 5.61 eV Å⁻¹. The relative energy (zero: lowest compared OMol25 entry of this formula, charge and spin) is 194.94 kJ/mol. The HOMO-LUMO gap comes out at 10.908 eV.

***

# 4
Computed, not measured: a cluster of 3 separate species, C3H4F3NS in total in a non-equilibrium geometry, with ωB97M-V/def2-TZVPD.

Last column: Löwdin charge in e.
Positions of all 12 atoms, in Å:
1 C 1.90 -0.60 0.07  0.05
2 C 1.76 0.60 0.65  -0.36
3 F 0.86 1.52 0.08  0.02
4 F 2.33 1.06 1.78  0.10
5 H 2.70 -1.18 0.52  0.08
6 H 1.45 -0.67 -0.88  0.05
7 N -1.94 1.09 0.31  0.15
8 C -1.71 -0.05 0.26  -0.89
9 S -1.34 -1.51 0.66  0.69
10 H -2.54 1.74 -0.14  0.05
11 F -4.32 2.22 -0.62  -0.04
12 H -4.53 1.92 -1.46  0.09

As for the SMILES: C=C(F)F.N=C=S.F. The net charge is 0. The HOMO energy is -9.0579 eV. The spin multiplicity is 1. Its maximum force is 3.69 eV Å⁻¹. The relative energy (zero: lowest compared OMol25 entry of this formula, charge and spin) is 155.27 kJ/mol. The HOMO-LUMO gap comes out at 9.506 eV.

***

# 5
Computed, not measured: an isolated molecule of C3H4F4 in a non-equilibrium geometry, with ωB97M-V/def2-TZVPD.

Last column: Löwdin charge in e.
Positions of all 11 atoms, in Å:
1 C -0.08 -0.26 -1.08  0.03
2 C -1.08 -0.68 -0.08  -0.59
3 F -1.76 -1.77 -0.60  0.06
4 F -0.45 -1.23 0.91  0.15
5 C -2.20 0.33 0.21  -0.39
6 F -1.57 1.28 0.87  0.12
7 F -2.84 0.83 -0.83  0.13
8 H 0.82 -0.94 -1.00  0.12
9 H 0.47 0.63 -0.82  0.09
10 H -0.55 -0.34 -2.03  0.09
11 H -2.94 -0.24 0.86  0.19

As for the SMILES: CC(F)(F)C(F)F. The net charge is 0. The HOMO energy is -11.7836 eV. The spin multiplicity is 1. Its maximum force is 3.99 eV Å⁻¹. The relative energy (zero: lowest compared OMol25 entry of this formula, charge and spin) is 0.00 kJ/mol. The HOMO-LUMO gap comes out at 12.793 eV.

***

# 6
Computed, not measured: a structure of composition C3H4F4KN2O11S4 in a non-equilibrium geometry, with ωB97M-V/def2-TZVPD.

Last column: Löwdin charge in e.
Positions of all 29 atoms, in Å:
1 K 5.65 2.76 -13.53  0.95
2 N 4.78 -0.39 -10.45  -0.27
3 S 3.42 -0.42 -9.89  0.37
4 O 2.84 0.79 -9.37  -0.31
5 O 3.02 -1.63 -9.17  -0.31
6 F 2.55 -0.57 -11.29  -0.24
7 S 5.46 -0.67 -8.86  0.62
8 O 5.62 -2.06 -8.43  -0.30
9 O 5.21 0.39 -7.87  -0.30
10 F 7.00 -0.39 -9.31  -0.24
11 N 5.46 0.04 -17.42  -0.29
12 S 3.83 -0.08 -17.76  0.61
13 O 3.34 -0.84 -18.95  -0.31
14 O 3.07 1.08 -17.27  -0.32
15 F 3.62 -1.16 -16.58  -0.22
16 S 5.97 0.24 -18.82  0.39
17 O 5.42 1.36 -19.52  -0.30
18 O 6.48 -0.87 -19.56  -0.28
19 F 7.37 0.91 -18.33  -0.25
20 C 13.03 5.55 -15.90  -0.10
21 C 13.41 4.36 -16.76  -0.16
22 O 12.70 3.34 -16.23  0.10
23 C 11.78 3.77 -15.40  -0.54
24 O 10.86 3.04 -14.94  0.09
25 O 11.88 5.08 -15.24  0.07
26 H 12.77 6.50 -16.37  0.14
27 H 13.66 5.61 -15.01  0.14
28 H 14.47 4.13 -16.82  0.14
29 H 13.08 4.68 -17.74  0.13

The net charge is -1. The HOMO energy is -7.1778 eV. The spin multiplicity is 1. Its maximum force is 10.33 eV Å⁻¹. The relative energy (zero: lowest compared OMol25 entry of this formula, charge and spin) is 492.47 kJ/mol. The HOMO-LUMO gap comes out at 7.402 eV.

***

# 7
Computed, not measured: an isolated molecule of C3H4FI in a non-equilibrium geometry, with ωB97M-V/def2-TZVPD.

Last column: Löwdin charge in e.
Positions of all 9 atoms, in Å:
1 C 0.70 1.06 0.10  -0.26
2 C -0.34 0.12 0.05  -0.68
3 I -2.43 0.74 0.24  0.73
4 C -0.25 -1.55 -0.19  -0.07
5 F -1.36 -2.36 -0.19  -0.06
6 H 1.62 0.55 -0.08  0.06
7 H 0.76 1.60 1.11  0.11
8 H 0.67 1.91 -0.72  0.13
9 H 0.63 -2.07 -0.32  0.05

As for the SMILES: C/C(I)=C/F. The net charge is 0. The HOMO energy (alpha / beta) is -8.3925 / -8.2698 eV. The spin multiplicity is 1. Its maximum force is 10.33 eV Å⁻¹. The relative energy (zero: lowest compared OMol25 entry of this formula, charge and spin) is 239.53 kJ/mol. The HOMO-LUMO gap (alpha / beta) comes out at 8.585 / 8.551 eV.

***

# 8
Computed, not measured: a cluster of 3 separate species, C3H4FN in total in a non-equilibrium geometry, with ωB97M-V/def2-TZVPD.

Last column: Löwdin charge in e.
Positions of all 9 atoms, in Å:
1 H -1.05 2.69 -1.75  0.01
2 H -0.95 1.94 -1.78  0.00
3 C -0.88 -0.58 0.53  0.05
4 C -2.07 -0.60 0.43  -0.23
5 F -3.33 -0.38 0.67  0.08
6 H 0.20 -0.61 0.19  0.00
7 C 2.74 -0.87 0.60  -0.04
8 N 1.74 -1.21 1.04  0.04
9 H 3.60 -0.38 0.07  0.09

As for the SMILES: [H][H].C#CF.C#N. The net charge is 0. The HOMO energy is -10.1068 eV. The spin multiplicity is 1. Its maximum force is 2.70 eV Å⁻¹. The relative energy (zero: lowest compared OMol25 entry of this formula, charge and spin) is 427.79 kJ/mol. The HOMO-LUMO gap comes out at 10.897 eV.

***

# 9
Computed, not measured: an isolated molecule of C3H4FN in a non-equilibrium geometry, with ωB97M-V/def2-TZVPD.

Last column: Löwdin charge in e.
Positions of all 9 atoms, in Å:
1 C 1.61 -0.18 -0.02  -0.04
2 N 0.81 0.76 0.19  -0.03
3 C -0.52 0.71 -0.15  -0.17
4 C -1.32 -0.30 0.17  -0.14
5 F -2.64 -0.23 -0.06  0.00
6 H 2.63 -0.07 0.33  0.07
7 H 1.37 -1.10 -0.56  0.08
8 H -0.91 1.61 -0.60  0.12
9 H -1.04 -1.20 0.70  0.11

As for the SMILES: C=N/C=C/F. The net charge is 0. The HOMO energy is -9.0722 eV. The spin multiplicity is 1. Its maximum force is 1.04 eV Å⁻¹. The relative energy (zero: lowest compared OMol25 entry of this formula, charge and spin) is 83.97 kJ/mol. The HOMO-LUMO gap comes out at 9.973 eV.

***

# 10
Computed, not measured: an isolated molecule of C3H4FN3S in a non-equilibrium geometry, with ωB97M-V/def2-TZVPD.

Last column: Löwdin charge in e.
Positions of all 12 atoms, in Å:
1 F -1.00 -2.03 -0.54  -0.06
2 C -0.59 -1.31 0.58  -0.15
3 C -0.28 0.09 0.17  -0.27
4 C -0.88 1.34 0.51  -0.08
5 N -0.27 2.31 -0.22  -0.01
6 N 0.66 1.80 -0.97  -0.01
7 N 0.66 0.47 -0.70  -0.50
8 S 1.72 -0.52 -1.59  0.86
9 H 0.37 -1.72 0.91  0.12
10 H -1.42 -1.31 1.30  0.13
11 H -1.65 1.53 1.22  0.09
12 H 2.67 -0.66 -0.65  -0.13

As for the SMILES: FCc1cnnn1S. The net charge is 0. The HOMO energy is -9.9946 eV. The spin multiplicity is 1. Its maximum force is 3.17 eV Å⁻¹. The relative energy (zero: lowest compared OMol25 entry of this formula, charge and spin) is 171.37 kJ/mol. The HOMO-LUMO gap comes out at 10.492 eV.

***

# 11
Computed, not measured: an isolated molecule of C3H4FNO2S in a non-equilibrium geometry, with ωB97M-V/def2-TZVPD.

Last column: Löwdin charge in e.
Positions of all 12 atoms, in Å:
1 C 1.71 -0.04 -1.16  -0.03
2 C 0.94 0.45 0.05  -0.23
3 F 1.43 1.07 1.07  0.13
4 C -0.60 -0.03 0.21  -0.43
5 S -1.33 -1.40 -0.64  0.80
6 N -1.50 0.48 1.21  -0.45
7 O -1.26 1.50 1.78  0.11
8 O -2.45 -0.28 1.43  -0.04
9 H 2.77 0.13 -0.93  0.09
10 H 1.29 -1.07 -1.39  0.08
11 H 1.22 0.61 -1.96  0.12
12 H -2.22 -1.40 0.32  -0.14

As for the SMILES: C/C(F)=C(\S)[N+](=O)[O-]. The net charge is 0. The HOMO energy (alpha / beta) is -8.2987 / -8.2983 eV. The spin multiplicity is 1. Its maximum force is 8.77 eV Å⁻¹. The relative energy (zero: lowest compared OMol25 entry of this formula, charge and spin) is 514.16 kJ/mol. The HOMO-LUMO gap (alpha / beta) comes out at 7.368 / 7.380 eV.

***

# 12
Computed, not measured: an isolated molecule of C3H4FNOS2, with ωB97M-V/def2-TZVPD.

Last column: Löwdin charge in e.
Positions of all 12 atoms, in Å:
1 F -1.16 1.68 -0.68  -0.03
2 C -1.70 0.72 0.14  -0.21
3 C -1.09 -0.64 -0.11  -0.80
4 S -1.99 -2.01 -0.18  0.69
5 N 0.25 -0.68 -0.28  -0.01
6 O 1.00 0.42 0.10  -0.10
7 C 2.32 0.27 0.08  -0.68
8 S 3.16 -1.07 -0.30  0.73
9 H -2.80 0.67 -0.02  0.12
10 H -1.51 0.99 1.17  0.12
11 H 0.77 -1.56 -0.30  0.08
12 H 2.76 1.21 0.37  0.08

As for the SMILES: FCC(=S)NOC=S. The net charge is 0. The HOMO energy is -9.0683 eV. The spin multiplicity is 1. Its maximum force is 0.77 eV Å⁻¹. The relative energy (zero: lowest compared OMol25 entry of this formula, charge and spin) is 222.41 kJ/mol. The HOMO-LUMO gap comes out at 8.641 eV.

***

Asked for calculated total energy across the records above, the calculation gives -391.534248; -470.938224; -546.222226; -869.191885; -516.159383; -3646.005371; -514.133364; -271.140258; -271.271212; -778.971628; -819.789469; -1142.861212 Ha in order.